# C51H78N3O3Sn

A structure of composition C51H78N3O3Sn (ωB97M-V/def2-TZVPD, OMol25).

The multiplicity is 1. As for the net charge: -1. As for the total energy: -70601.754 eV. The highest occupied orbital energy comes out at -3.967 eV.

CARTESIAN COORDINATES (ANGSTROEM)
Sn  0.530  -1.315  0.051
C  -2.845  -0.514  -6.152
C  -3.628  -0.035  -4.929
C  -5.099  -0.432  -5.117
C  -3.529  1.496  -4.877
C  -3.098  -0.645  -3.632
C  -2.044  -1.536  -3.582
C  -1.584  -2.084  -2.387
C  -0.395  -3.019  -2.576
N  0.406  -3.431  -1.411
C  -0.283  -4.459  -0.623
C  0.398  -4.678  0.725
N  0.794  -3.443  1.428
C  2.184  -3.540  1.885
C  3.170  -3.428  0.722
N  2.841  -2.399  -0.284
C  2.879  -2.976  -1.630
C  1.717  -3.938  -1.859
C  3.756  -1.251  -0.173
C  3.398  0.051  -0.886
C  4.292  1.088  -0.604
C  4.136  2.362  -1.104
C  3.019  2.589  -1.916
C  2.092  1.612  -2.225
C  2.281  0.288  -1.715
O  1.407  -0.661  -1.993
C  0.838  1.939  -3.050
C  -0.424  1.732  -2.198
C  0.821  3.396  -3.529
C  0.771  1.049  -4.300
C  5.073  3.519  -0.766
C  4.284  4.615  -0.034
C  6.222  3.082  0.143
C  5.672  4.102  -2.053
C  -0.130  -3.156  2.536
C  -0.149  -1.759  3.155
C  -1.266  -1.547  3.961
C  -1.517  -0.342  4.585
C  -0.565  0.661  4.399
C  0.584  0.511  3.642
C  0.806  -0.725  2.955
O  1.787  -0.869  2.105
C  1.492  1.746  3.479
C  0.801  2.718  2.510
C  1.695  2.443  4.836
C  2.900  1.476  2.932
C  -2.777  -0.057  5.398
C  -2.398  0.331  6.833
C  -3.551  1.100  4.750
C  -3.707  -1.269  5.457
C  -2.195  -1.752  -1.152
O  -1.710  -2.197  -0.020
C  -3.294  -0.835  -1.190
C  -3.687  -0.312  -2.411
C  -3.963  -0.298  0.090
C  -5.457  -0.011  -0.141
C  -3.252  1.008  0.474
C  -3.905  -1.240  1.302
H  -3.251  -0.048  -7.053
H  -2.914  -1.597  -6.272
H  -1.790  -0.243  -6.078
H  -5.499  -0.008  -6.043
H  -5.713  -0.077  -4.288
H  -5.198  -1.519  -5.162
H  -3.961  1.938  -5.781
H  -2.487  1.812  -4.807
H  -4.059  1.904  -4.015
H  -1.526  -1.816  -4.493
H  0.298  -2.497  -3.238
H  -0.728  -3.931  -3.102
H  -0.290  -5.415  -1.172
H  -1.304  -4.125  -0.473
H  1.293  -5.288  0.587
H  -0.271  -5.272  1.360
H  2.349  -4.506  2.389
H  2.360  -2.737  2.591
H  3.233  -4.391  0.211
H  4.170  -3.242  1.129
H  3.824  -3.522  -1.784
H  2.827  -2.159  -2.341
H  1.917  -4.876  -1.337
H  1.675  -4.195  -2.923
H  4.759  -1.571  -0.505
H  3.816  -1.015  0.890
H  5.125  0.859  0.052
H  2.867  3.587  -2.298
H  -0.364  2.322  -1.280
H  -0.565  0.686  -1.933
H  -1.309  2.056  -2.753
H  0.804  4.097  -2.693
H  -0.084  3.562  -4.119
H  1.679  3.632  -4.163
H  0.747  -0.001  -4.018
H  1.640  1.225  -4.941
H  -0.130  1.280  -4.875
H  3.846  4.218  0.883
H  3.471  4.999  -0.652
H  4.939  5.453  0.225
H  5.850  2.694  1.094
H  6.867  3.937  0.358
H  6.833  2.308  -0.327
H  4.893  4.457  -2.727
H  6.253  3.344  -2.583
H  6.331  4.944  -1.822
H  0.038  -3.902  3.333
H  -1.131  -3.330  2.137
H  -1.978  -2.361  4.050
H  -0.755  1.626  4.853
H  -0.183  3.016  2.881
H  0.668  2.242  1.536
H  1.408  3.618  2.371
H  0.765  2.787  5.287
H  2.337  3.318  4.703
H  2.182  1.767  5.542
H  2.882  1.159  1.895
H  3.418  0.708  3.509
H  3.474  2.408  3.002
H  -1.749  1.208  6.846
H  -1.863  -0.486  7.322
H  -3.292  0.561  7.420
H  -2.955  2.013  4.720
H  -4.466  1.312  5.311
H  -3.823  0.847  3.723
H  -3.223  -2.122  5.936
H  -4.028  -1.572  4.459
H  -4.599  -1.019  6.038
H  -4.489  0.414  -2.423
H  -5.643  0.752  -0.895
H  -5.901  0.346  0.792
H  -5.981  -0.921  -0.441
H  -3.328  1.745  -0.329
H  -2.192  0.818  0.661
H  -3.688  1.433  1.384
H  -4.269  -2.239  1.049
H  -4.550  -0.827  2.086
H  -2.899  -1.343  1.694